{
  "formula": "C3H6ClN2O4S",
  "method": "the ωB97M-V functional and the def2-TZVPD basis",
  "charge": -1,
  "e_lumo_ev": 3.3,
  "homo_lumo_gap_ha": 0.303,
  "de_lowest_kcal_mol": 37.86,
  "e_homo_ev": -4.97,
  "symbols": ["C", "C", "C", "N", "N", "O", "O", "O", "O", "S", "Cl", "H", "H", "H", "H", "H", "H"],
  "xyz": [[-1.3735, 0.5077, -0.6391], [-0.4444, -0.5931, -1.3841], [-0.5817, -0.7911, 1.1353], [-0.9737, 0.5152, 0.7494], [0.3335, -1.3036, -0.4396], [1.3820, 0.6963, 1.7991], [3.4131, 0.4399, 0.3294], [1.4189, 1.6437, -0.3576], [1.6087, -0.8350, -0.2633], [1.9801, 0.6069, 0.4487], [-1.8776, -1.9010, 1.1086], [-1.3521, 1.6138, -0.9125], [-2.4556, 0.1649, -0.6677], [-1.1698, -1.2485, -2.0363], [0.2030, -0.0501, -2.0342], [0.1633, -0.7132, 2.0089], [-0.2742, 1.2471, 1.1551]]
}

=====

{
  "formula": "C33H38CrN10PSSi",
  "method": "the ωB97M-V functional and the def2-TZVPD basis",
  "spin_multiplicity": 5,
  "charge": 1,
  "e_lumo_ev": [-2.4, -2.5],
  "homo_lumo_gap_ha": [0.241, 0.246],
  "de_lowest_kcal_mol": 0.57,
  "s2": 6.015,
  "e_homo_ev": [-8.99, -9.24],
  "symbols": ["Cr", "C", "N", "C", "C", "N", "C", "P", "C", "N", "C", "C", "N", "C", "C", "N", "C", "C", "N", "C", "H", "H", "H", "H", "H", "H", "H", "H", "H", "H", "H", "H", "H", "H", "H", "N", "C", "C", "C", "C", "C", "C", "S", "N", "C", "C", "C", "C", "C", "C", "N", "H", "H", "H", "H", "H", "H", "H", "H", "H", "C", "Si", "C", "C", "N", "C", "C", "C", "C", "C", "C", "H", "H", "H", "H", "H", "H", "H", "H", "H", "H", "H", "H", "H", "H"],
  "xyz": [[-0.6681, -0.2800, 0.2555], [-2.5393, 4.9266, 0.6820], [-2.0994, 3.6824, 0.0563], [-2.5207, 3.2457, -1.1733], [-1.9668, 2.0160, -1.3582], [-1.2223, 1.6921, -0.2552], [-1.3173, 2.7117, 0.5899], [-0.2349, 3.0085, 2.0194], [-0.2603, 1.3940, 2.8477], [0.0324, 0.2131, 2.3218], [0.1476, -0.6574, 3.3708], [-0.0816, 0.0035, 4.5396], [-0.3333, 1.3033, 4.2011], [-0.7075, 2.3643, 5.1345], [1.3623, 2.8568, 1.1745], [1.7907, 1.8303, 0.4742], [3.0188, 2.1886, 0.0051], [3.3374, 3.4510, 0.4332], [2.2759, 3.8762, 1.1793], [2.1677, 5.1696, 1.8458], [-3.5920, 4.8561, 0.9472], [-1.9579, 5.1055, 1.5810], [-2.3953, 5.7542, -0.0081], [-3.1739, 3.8334, -1.7957], [-2.0517, 1.3370, -2.1893], [0.3901, -1.6983, 3.2371], [-0.0884, -0.3343, 5.5615], [-0.6398, 1.9691, 6.1434], [-0.0351, 3.2126, 5.0411], [-1.7284, 2.6881, 4.9471], [3.6041, 1.5288, -0.6152], [4.2022, 4.0717, 0.2691], [3.0443, 5.7598, 1.5963], [1.2819, 5.7034, 1.5094], [2.1241, 5.0466, 2.9258], [-4.0656, -2.6584, 1.4817], [-5.2337, -2.1035, 2.0539], [-6.3190, -2.9126, 2.3344], [-7.4621, -2.3717, 2.9103], [-7.5087, -1.0251, 3.2278], [-6.4114, -0.2163, 2.9547], [-5.2859, -0.7479, 2.3506], [-3.9334, 0.3119, 1.9230], [-2.6702, -0.7753, 1.6477], [-2.8677, -2.0214, 1.4715], [-1.6440, -2.8835, 1.2776], [-1.6317, -4.2161, 1.6417], [-0.4551, -4.9420, 1.5139], [0.6678, -4.3115, 1.0191], [0.5716, -2.9737, 0.6738], [-0.5538, -2.2721, 0.8093], [-4.0988, -3.6249, 1.2086], [-6.2774, -3.9679, 2.0875], [-8.3103, -3.0113, 3.1140], [-8.3922, -0.5999, 3.6835], [-6.4398, 0.8406, 3.1944], [-2.5168, -4.6818, 2.0521], [-0.4215, -5.9841, 1.8045], [1.6044, -4.8358, 0.8924], [1.4199, -2.4384, 0.2672], [1.0871, -2.6871, -2.7168], [0.0096, -1.1425, -2.8279], [1.1576, 0.3354, -2.6645], [-0.8210, -1.1183, -4.5018], [-1.1739, -0.9981, -1.5697], [-2.3973, -1.6718, -1.7014], [-2.4943, -2.9634, -2.2550], [-3.7120, -3.6207, -2.3805], [-4.8881, -3.0289, -1.9387], [-4.8159, -1.7634, -1.3685], [-3.6023, -1.1032, -1.2532], [1.3506, -3.0412, -3.7183], [0.5867, -3.5110, -2.2002], [2.0278, -2.4822, -2.1942], [2.1908, 0.0677, -2.9094], [1.1529, 0.7393, -1.6449], [0.8599, 1.1462, -3.3361], [-0.2383, -0.5233, -5.2107], [-1.8213, -0.6822, -4.4297], [-0.9331, -2.1190, -4.9262], [-1.5893, -3.4643, -2.5811], [-3.7375, -4.6094, -2.8240], [-5.8385, -3.5335, -2.0522], [-5.7172, -1.2792, -1.0082], [-3.5838, -0.1156, -0.8091]]
}

=====

{
  "formula": "C4H28BO22",
  "method": "the ωB97M-V functional and the def2-TZVPD basis",
  "charge": -1,
  "e_lumo_ev": 1.5,
  "homo_lumo_gap_ha": 0.321,
  "de_lowest_kcal_mol": 69.17,
  "e_homo_ev": -7.22,
  "symbols": ["O", "C", "O", "B", "O", "C", "O", "O", "C", "O", "C", "O", "O", "O", "H", "H", "O", "H", "H", "O", "H", "H", "O", "H", "H", "O", "H", "H", "O", "H", "H", "O", "H", "H", "O", "H", "H", "O", "H", "H", "O", "H", "H", "O", "H", "H", "O", "H", "H", "O", "H", "H", "O", "H", "H"],
  "xyz": [[0.4523, -3.0691, 0.8866], [0.6046, -1.9599, 0.3615], [0.5500, -1.7052, -0.9598], [0.6557, -0.2878, -1.2749], [0.8461, 0.3558, 0.0275], [0.7879, -0.5811, 1.0101], [0.8653, -0.4072, 2.2092], [-0.5894, 0.3004, -1.9860], [-0.2930, 0.7445, -3.1256], [-1.1218, 1.1989, -3.8995], [1.2058, 0.5353, -3.3532], [1.7300, 0.0760, -2.2252], [1.7790, 0.8634, -4.3810], [-2.5421, -0.0333, 7.7731], [-2.8076, 0.3732, 8.5980], [-1.6470, -0.3336, 7.9306], [0.9508, 3.0275, -10.8470], [0.0832, 3.4303, -10.8815], [1.1122, 2.8848, -9.9143], [3.4704, -3.1511, 7.2729], [3.1610, -2.3623, 6.8275], [2.6751, -3.5653, 7.6077], [6.2498, 2.1790, -7.0689], [5.4240, 1.7283, -6.8921], [6.0463, 2.7803, -7.7854], [4.6017, -5.5189, 3.6723], [4.7627, -4.9190, 4.4006], [3.6491, -5.6063, 3.6395], [-1.2952, -5.2895, 6.1519], [-1.8157, -4.4865, 6.1720], [-1.2489, -5.5225, 5.2247], [-0.5002, 3.8702, 6.4447], [-1.0808, 3.1817, 6.1206], [-1.0065, 4.3089, 7.1284], [-2.7491, -4.1702, -4.4200], [-1.8131, -4.2646, -4.2433], [-3.1448, -4.0455, -3.5574], [-6.6246, 0.5793, -6.1870], [-7.1939, -0.1298, -5.8883], [-5.8369, 0.1373, -6.5040], [-3.3966, 3.4671, 0.8116], [-2.8195, 2.7561, 1.0902], [-3.8662, 3.1131, 0.0564], [1.1598, 0.6074, 8.8257], [1.1620, 1.1145, 9.6376], [1.1579, 1.2662, 8.1313], [4.4885, -3.8536, -3.0901], [3.8753, -4.1437, -2.4148], [5.3538, -4.0118, -2.7125], [1.7976, 5.5847, -0.9794], [1.3726, 4.7546, -0.7639], [1.1457, 6.2514, -0.7629], [-6.5307, 4.3500, -3.8485], [-7.1420, 3.7151, -3.4751], [-6.1106, 3.8827, -4.5705]]
}

=====

{
  "formula": "C2H4FIOS",
  "method": "the ωB97M-V functional and the def2-TZVPD basis",
  "charge": 0,
  "e_lumo_ev": [-0.6, -0.6],
  "homo_lumo_gap_ha": [0.298, 0.298],
  "de_lowest_kcal_mol": 49.68,
  "e_homo_ev": [-8.74, -8.74],
  "symbols": ["C", "C", "O", "F", "S", "I", "H", "H", "H", "H"],
  "xyz": [[-1.1021, 0.8447, 1.4324], [0.5590, -0.3469, -1.9333], [1.4470, 0.3011, 0.6171], [-2.3939, 0.8755, 1.0842], [0.3236, 0.7855, -0.1670], [-0.2733, 1.0233, -3.3311], [-0.7729, 1.7726, 1.8817], [-0.8699, -0.0486, 2.0116], [1.6310, -0.3916, -2.0280], [0.0356, -1.2893, -1.9705]]
}

=====

{
  "formula": "C43H53FN6O6S3SeZr",
  "method": "the ωB97M-V functional and the def2-TZVPD basis",
  "charge": 2,
  "e_lumo_ev": -5.6,
  "homo_lumo_gap_ha": 0.168,
  "e_homo_ev": -10.18,
  "symbols": ["Zr", "C", "C", "C", "C", "C", "C", "C", "C", "C", "C", "C", "C", "H", "H", "H", "H", "H", "H", "H", "H", "H", "H", "H", "H", "H", "H", "H", "H", "H", "H", "C", "C", "N", "C", "C", "C", "O", "O", "C", "O", "C", "C", "C", "F", "C", "C", "C", "N", "C", "C", "N", "C", "C", "H", "H", "H", "H", "H", "H", "H", "H", "H", "H", "H", "H", "H", "H", "H", "H", "H", "H", "O", "C", "C", "C", "C", "C", "C", "C", "O", "N", "N", "C", "S", "C", "C", "S", "H", "H", "H", "H", "H", "H", "H", "H", "H", "Se", "C", "N", "O", "S", "C", "C", "C", "C", "H", "H", "H", "H", "H", "H", "H", "H"],
  "xyz": [[1.6933, -0.7317, -0.1041], [1.0211, -2.4621, 6.5578], [-0.3810, -2.3389, 5.9744], [-1.0706, -1.0930, 5.9673], [-0.6438, 0.0339, 6.9032], [-2.2113, -0.9188, 5.1596], [-2.7507, 0.4652, 4.9589], [-2.8909, -2.0969, 4.6275], [-4.1896, -1.9433, 3.8868], [-2.2983, -3.3565, 4.8125], [-3.0242, -4.5195, 4.2666], [-0.9978, -3.4924, 5.4020], [-0.2887, -4.7785, 5.2895], [1.6666, -2.6742, 5.6533], [1.1794, -3.3090, 7.2565], [1.3644, -1.5644, 7.0671], [-0.1079, 0.8577, 6.3923], [-0.0204, -0.3176, 7.7188], [-1.5474, 0.4609, 7.4178], [-2.0069, 1.1352, 5.3355], [-3.6115, 0.6358, 5.6266], [-2.9889, 0.7333, 3.8712], [-4.0041, -1.8369, 2.8328], [-4.6908, -1.0154, 4.2726], [-4.8724, -2.7627, 4.1080], [-4.0925, -4.4867, 4.5147], [-2.7057, -5.4748, 4.7665], [-2.9362, -4.6169, 3.1764], [-0.9014, -5.6256, 5.5887], [0.6446, -4.7662, 5.9051], [-0.0214, -4.9901, 4.1999], [-5.1651, 2.7864, -2.4089], [-4.3261, 1.5472, -2.7445], [-2.9759, 1.5414, -2.2161], [-2.7283, 0.7472, -1.1641], [-1.4843, 0.5908, -0.6179], [-1.4075, -0.4437, 0.4144], [-2.4405, -0.8555, 0.9709], [-0.1816, -0.9614, 0.6737], [-0.4083, 1.2880, -1.2137], [0.8505, 0.9975, -0.9902], [-0.7787, 2.3510, -2.0686], [0.0006, 3.5056, -2.2738], [-0.2884, 4.5009, -3.1930], [0.2295, 5.7511, -3.0659], [-1.3466, 4.2426, -4.1528], [-2.2619, 3.2813, -3.7541], [-2.0210, 2.4151, -2.6965], [-1.4288, 4.7707, -5.4555], [-0.1317, 4.6802, -6.1480], [-0.0782, 5.3384, -7.5270], [-0.5956, 6.7203, -7.4488], [-2.0232, 6.7106, -6.9709], [-2.0973, 6.1071, -5.5634], [-6.2795, 2.5656, -2.4323], [-4.9540, 3.5723, -3.1435], [-4.8913, 3.1969, -1.4304], [-4.2524, 1.4131, -3.8631], [-4.8092, 0.6217, -2.3612], [-3.6258, 0.2046, -0.7987], [0.8057, 3.7188, -1.5731], [-3.1249, 3.1038, -4.3560], [0.2854, 3.6571, -6.2432], [0.6416, 5.1027, -5.4970], [-0.6431, 4.8126, -8.3009], [0.9744, 5.3524, -7.8697], [-0.6290, 7.1629, -8.3902], [-0.0426, 7.4123, -6.9393], [-2.6069, 6.0788, -7.6975], [-2.4556, 7.7343, -6.9630], [-3.1285, 6.0061, -5.2364], [-1.6326, 6.7689, -4.8008], [3.1897, -3.4533, 3.2779], [3.9615, -4.2480, 2.4570], [4.8860, -5.0951, 3.0789], [5.2285, -6.2881, 2.4562], [4.9744, -6.4768, 1.0801], [4.3880, -5.4187, 0.3886], [3.7657, -4.2804, 1.0506], [2.7601, -3.3765, 0.4937], [2.4212, -2.2652, 1.1858], [2.1985, -3.7220, -0.5933], [1.1869, -2.8831, -1.0721], [0.1660, -3.3680, -1.7086], [0.0204, -2.7626, -3.3510], [-1.2778, -3.8738, -3.9282], [-1.9396, -4.6541, -2.7420], [-0.9491, -4.5764, -1.2015], [2.7206, -2.7769, 2.6788], [5.1146, -4.9007, 4.1142], [5.7336, -7.0693, 2.9785], [5.1693, -7.4192, 0.6057], [4.3220, -5.4687, -0.7169], [-0.8608, -4.6983, -4.5700], [-1.9698, -3.3051, -4.5708], [-2.2087, -5.7053, -2.9876], [-2.8658, -4.1657, -2.4395], [1.6757, 0.3514, -3.9466], [2.5882, -0.5015, -2.7566], [3.1322, -1.0360, -1.8131], [2.9123, 0.6086, 0.7716], [3.8783, 1.2082, 1.8870], [3.5174, 2.9828, 1.5405], [4.0815, 3.3715, 0.1983], [5.4910, 2.7067, 0.1618], [5.5136, 1.3979, 0.9677], [4.1269, 3.5366, 2.2682], [2.4396, 3.1745, 1.6929], [4.1506, 4.4856, 0.1687], [3.5055, 3.0411, -0.6719], [6.2913, 3.3850, 0.4816], [5.7595, 2.3736, -0.8882], [6.2919, 1.3899, 1.7383], [5.6503, 0.5278, 0.3405]]
}

=====

{
  "formula": "C19H25N2PtSSb",
  "method": "the ωB97M-V functional and the def2-TZVPD basis",
  "spin_multiplicity": 5,
  "charge": 2,
  "e_lumo_ev": [-6.6, -10.0],
  "homo_lumo_gap_ha": [0.276, 0.204],
  "de_lowest_kcal_mol": 1.00,
  "s2": 6.043,
  "e_homo_ev": [-14.12, -15.50],
  "symbols": ["Pt", "N", "C", "C", "C", "C", "C", "C", "C", "C", "C", "C", "C", "C", "H", "H", "H", "H", "H", "H", "H", "H", "H", "H", "C", "C", "Sb", "C", "C", "C", "C", "H", "H", "H", "H", "H", "H", "H", "H", "H", "H", "H", "H", "H", "H", "H", "S", "C", "N"],
  "xyz": [[-0.1612, 0.5771, 0.3748], [1.7031, -0.6924, 0.0345], [2.6224, -0.2821, 1.0385], [3.8386, 0.2411, 0.6692], [4.7764, 0.5731, 1.6397], [4.5131, 0.3634, 3.0032], [3.3127, -0.1594, 3.3801], [2.2956, -0.4557, 2.4204], [0.9978, -0.8273, 2.8766], [0.8771, -1.5533, 4.1121], [-0.3455, -1.8176, 4.6446], [-1.4990, -1.3301, 3.9957], [-1.4154, -0.6224, 2.7817], [-0.1959, -0.3956, 2.1896], [2.0971, -0.6647, -0.8985], [1.2803, -1.5983, 0.2067], [4.0797, 0.3517, -0.3823], [5.7357, 0.9728, 1.3355], [5.2556, 0.6201, 3.7480], [3.0974, -0.2913, 4.4320], [1.7665, -1.9259, 4.6018], [-0.4333, -2.3896, 5.5586], [-2.4745, -1.5186, 4.4299], [-2.3308, -0.2848, 2.3097], [-2.4276, 4.0384, -1.5460], [-1.7317, 4.2949, -0.2111], [0.0899, 3.2224, -0.0126], [1.4260, 4.0322, -1.4594], [1.4447, 5.5614, -1.3940], [0.8498, 3.7154, 1.9223], [0.5781, 5.1679, 2.3316], [-3.3340, 4.6406, -1.6028], [-2.7243, 2.9949, -1.6559], [-1.8019, 4.3115, -2.3968], [-2.3454, 4.0110, 0.6429], [-1.4242, 5.3352, -0.0881], [1.0870, 3.6622, -2.4259], [2.3999, 3.5903, -1.2483], [0.4676, 5.9949, -1.6099], [2.1381, 5.9386, -2.1475], [1.7835, 5.9326, -0.4274], [1.9165, 3.4834, 1.8868], [0.3746, 3.0080, 2.6010], [1.0634, 5.8829, 1.6684], [0.9654, 5.3419, 3.3365], [-0.4890, 5.3922, 2.3542], [-1.5335, 0.0093, -1.4613], [-2.7465, 0.4275, -0.3613], [-3.5713, 0.6950, 0.4111]]
}

=====

{
  "formula": "C29H27BrClIN6O3S",
  "method": "the ωB97M-V functional and the def2-TZVPD basis",
  "charge": 0,
  "e_lumo_ev": -1.1,
  "homo_lumo_gap_ha": 0.306,
  "e_homo_ev": -9.40,
  "symbols": ["C", "C", "C", "C", "C", "O", "Cl", "C", "C", "C", "C", "C", "C", "N", "C", "O", "C", "C", "S", "C", "C", "I", "C", "Br", "C", "C", "O", "H", "H", "H", "H", "H", "H", "H", "H", "H", "H", "H", "H", "C", "C", "N", "H", "H", "H", "C", "C", "N", "H", "H", "H", "C", "C", "N", "H", "H", "H", "C", "C", "N", "H", "H", "H", "C", "C", "N", "H", "H", "H"],
  "xyz": [[1.1276, -0.8868, -0.8634], [-0.0315, -0.0058, -0.4964], [-1.2527, -0.5727, -0.1016], [-1.5446, -2.0595, -0.0453], [-2.1989, -2.4313, -1.3544], [-3.3600, -2.4800, -1.5303], [-1.0978, -2.7929, -2.7203], [-2.3108, 0.2550, 0.2729], [-2.1670, 1.6254, 0.2107], [-0.9765, 2.2121, -0.2122], [0.1120, 1.3980, -0.5484], [1.4226, 2.0127, -0.9768], [1.3971, 2.3922, -2.4407], [1.9494, 1.7484, -3.3773], [-0.9553, 3.7021, -0.2706], [0.0172, 4.3621, -0.0276], [-2.2571, 4.3365, -0.6731], [-2.3350, 5.4794, -1.4727], [-0.9001, 6.3079, -2.1363], [-3.5853, 6.0000, -1.7733], [-4.7635, 5.4182, -1.3319], [-6.5910, 6.3086, -1.8418], [-4.7048, 4.2570, -0.5526], [-6.2966, 3.4221, 0.0265], [-3.4466, 3.7410, -0.2307], [-3.2902, 2.5069, 0.6137], [-3.9812, 2.2534, 1.5674], [0.9224, -1.9240, -0.6615], [1.9783, -0.6261, -0.2311], [1.4305, -0.7636, -1.8952], [-2.2988, -2.2575, 0.7073], [-0.6759, -2.6835, 0.1001], [-3.2532, -0.1676, 0.5875], [1.6604, 2.8832, -0.3780], [2.2459, 1.3185, -0.8554], [0.8742, 3.3080, -2.7155], [2.4237, 0.9224, -3.0094], [-0.8291, 5.6890, -3.3259], [-3.6625, 6.8941, -2.3719], [1.8100, -5.9869, -2.6924], [1.9496, -4.5331, -2.7089], [2.0373, -3.3895, -2.7130], [1.6465, -6.3265, -1.6699], [0.9637, -6.2839, -3.3054], [2.7077, -6.4500, -3.0857], [1.8618, -10.3843, -1.7993], [2.0114, -9.4487, -2.9081], [2.1239, -8.7167, -3.7831], [2.7947, -10.9218, -1.6427], [1.6039, -9.8440, -0.8905], [1.0724, -11.0982, -2.0247], [3.1285, -4.2097, 0.8081], [1.7354, -3.9745, 1.1664], [0.6422, -3.7636, 1.4403], [3.2690, -4.0192, -0.2554], [3.7718, -3.5417, 1.3770], [3.3991, -5.2402, 1.0308], [-1.4665, 3.0713, 3.9173], [-0.3981, 2.5480, 4.7601], [0.4399, 2.1356, 5.4249], [-2.1519, 2.2737, 3.6352], [-2.0183, 3.8379, 4.4580], [-1.0416, 3.5109, 3.0154], [2.7665, 4.8239, 5.9501], [4.1070, 5.1748, 5.4945], [5.1604, 5.4499, 5.1366], [2.3550, 4.0334, 5.3260], [2.8052, 4.4739, 6.9794], [2.1185, 5.6966, 5.8947]]
}

=====

The records above yield E_tot values of -1386.72969, -3901.34215, -1849.63651, -949.46647, -6192.77600, -1605.53822, -5405.57559 hartree, respectively.